Entry 1:
This record from the Open Molecules 2025 dataset describes 2 unconnected molecules or ions with the total composition C7H19N2O at a distorted geometry. The level of theory is ωB97M-V/def2-TZVPD.

The geometry in ORCA input format:
```
! RIJCOSX wB97M-V def2-TZVPD def2/J DEFGRID3
* xyz 1 3
C -1.09839 3.31491 -0.48335
C -1.30147 -2.68908 1.16900
C -0.52711 -2.03371 -1.12913
C -0.35205 2.05204 -0.10347
C -1.23545 0.85741 0.28106
C -1.27042 -1.59375 0.05953
C 2.52168 -0.10272 0.19090
N 3.20981 0.85659 -0.41539
N -0.53424 -0.40600 0.66306
O 2.89771 -1.21784 0.64629
H -0.44009 4.13443 -0.81225
H -1.75622 3.10314 -1.27377
H -1.58945 3.72386 0.37021
H -2.29752 -3.21111 1.14995
H -0.50464 -3.39792 0.84815
H -1.00253 -2.17894 2.07433
H -0.48174 -1.31187 -1.88563
H -1.07485 -2.76935 -1.56995
H 0.61998 -2.35333 -0.92239
H 0.24355 2.37150 0.68052
H 0.39816 1.73405 -0.96893
H -1.97552 1.19528 0.97582
H -1.79794 0.61404 -0.64737
H -2.34989 -1.17417 -0.05970
H 1.58070 0.18661 0.57621
H 2.90560 1.80586 -0.35495
H 3.91777 0.57030 -1.05448
H -0.49892 -0.46903 1.73218
H 3.79348 -1.61120 0.26354
*
```

The value obtained for the energy is -462.39247 Ha.



Entry 2:
This record from the Open Molecules 2025 dataset describes 2 unconnected molecules or ions with the total composition C7H19N2O2 at a distorted geometry. The level of theory is ωB97M-V/def2-TZVPD.

The geometry in ORCA input format:
```
! RIJCOSX wB97M-V def2-TZVPD def2/J DEFGRID3
* xyz 1 1
C -1.80743 0.62813 -1.35536
C -1.73957 1.50945 1.07262
C 2.81672 0.99559 0.54232
C 1.79570 0.88036 -1.69376
C -1.04770 -2.82142 -0.66841
C 0.47940 -1.80380 1.80982
C -0.83960 -0.59023 0.32194
N -1.48498 0.52673 0.01790
N 1.79628 1.61764 -0.39044
O -0.54937 -1.42952 -0.70565
O -0.32802 -0.67283 1.47562
H -2.49980 -0.17702 -1.63828
H -2.35512 1.52314 -1.70558
H -0.87912 0.46794 -1.95470
H -1.51832 0.98057 1.99929
H -1.07333 2.42559 0.97015
H -2.83269 1.77806 1.01306
H 2.55528 -0.11494 0.48578
H 3.83884 1.21017 0.41502
H 2.61806 1.28477 1.57995
H 0.71928 1.07124 -1.94202
H 2.52729 1.22598 -2.42833
H 2.03813 -0.15622 -1.55256
H -2.08606 -2.82956 -0.88080
H -0.54536 -3.32132 0.20473
H -0.57305 -3.23954 -1.57786
H 1.13375 -1.45101 2.73621
H 1.24932 -2.05643 0.98474
H -0.13347 -2.66285 2.21305
H 2.05532 2.51597 -0.59895
*
```

The value obtained for the energy is -537.76180 Ha.



Entry 3:
This record from the Open Molecules 2025 dataset describes 2 unconnected molecules or ions with the total composition C7H19NO. The level of theory is ωB97M-V/def2-TZVPD.

The geometry in ORCA input format:
```
! RIJCOSX wB97M-V def2-TZVPD def2/J DEFGRID3
* xyz 0 1
C 0.24210 0.06654 -2.06924
C -0.06750 0.37462 -3.53171
C 1.37061 -0.95375 -1.95287
N 0.97117 -1.69489 1.94897
O 0.71036 -0.39267 1.49855
H 0.56247 0.99183 -1.57791
H 1.50296 -1.64258 2.81703
H 0.09132 -2.17207 2.13187
H -0.85906 1.11732 -3.61014
H 1.58580 -1.14936 -0.90564
H -0.39209 -0.52732 -4.04744
H 0.81452 0.75964 -4.03948
H 2.27467 -0.58481 -2.43277
H 1.08559 -1.88933 -2.43008
C 0.07173 0.49821 2.40541
C -1.40166 0.15925 2.65171
C 0.22409 1.88111 1.75710
C -1.00257 -0.44883 -1.35411
H 0.61527 0.46829 3.36653
H -1.93342 0.11631 1.70365
H -1.50760 -0.80067 3.15665
H 0.51608 2.63295 2.48584
H -0.70298 2.18548 1.28335
H 0.99746 1.81538 0.99698
H -1.35941 -1.36267 -1.82564
H -1.80192 0.28963 -1.38745
H -0.75995 -0.66318 -0.31908
H -1.84805 0.92558 3.27993
*
```

The value obtained for the energy is -408.03500 Ha.



Entry 4:
This record from the Open Molecules 2025 dataset describes 3 unconnected molecules or ions with the total composition C7H19NO. The level of theory is ωB97M-V/def2-TZVPD.

The geometry in ORCA input format:
```
! RIJCOSX wB97M-V def2-TZVPD def2/J DEFGRID3
* xyz 0 1
C 2.21388 0.21105 1.20095
C -0.46332 -2.06318 -1.89695
C 1.97984 1.57648 0.56133
C 3.02197 -0.69099 0.25790
O -0.58336 -0.88593 -1.14016
H 2.78120 0.34624 2.13177
H 0.04489 -2.79408 -1.26488
H -1.43197 -2.45990 -2.19206
H 0.13821 -1.89539 -2.80863
H 2.92492 2.06622 0.34166
H 2.46027 -0.85858 -0.65939
H 1.40225 2.20297 1.23507
H 1.41922 1.45562 -0.36295
H 3.21702 -1.65526 0.72542
H 3.97457 -0.23155 0.00627
C -2.27688 0.99875 0.45539
C -2.02967 1.94732 -0.42908
C -3.42701 0.05193 0.37697
N 0.92305 -0.35003 1.56904
H -1.60857 0.85191 1.29225
H 1.04903 -1.26037 2.00033
H 0.36224 -0.48361 0.73148
H -2.67720 2.12117 -1.27635
H -4.07638 0.28335 -0.46840
H -1.08672 -0.21932 -1.62791
H -1.18299 2.60554 -0.33725
H -3.05484 -0.96709 0.27978
H -4.01367 0.09675 1.29840
*
```

The value obtained for the energy is -408.05725 Ha.



Question: Which of these has the lowest energy?
Answer: C7H19N2O2



Question: Which value of energy does entry 1 give?
Answer: -462.39247 Ha



Copy entry 4 word for word.
This record from the Open Molecules 2025 dataset describes 3 unconnected molecules or ions with the total composition C7H19NO. The level of theory is ωB97M-V/def2-TZVPD.

The geometry in ORCA input format:
```
! RIJCOSX wB97M-V def2-TZVPD def2/J DEFGRID3
* xyz 0 1
C 2.21388 0.21105 1.20095
C -0.46332 -2.06318 -1.89695
C 1.97984 1.57648 0.56133
C 3.02197 -0.69099 0.25790
O -0.58336 -0.88593 -1.14016
H 2.78120 0.34624 2.13177
H 0.04489 -2.79408 -1.26488
H -1.43197 -2.45990 -2.19206
H 0.13821 -1.89539 -2.80863
H 2.92492 2.06622 0.34166
H 2.46027 -0.85858 -0.65939
H 1.40225 2.20297 1.23507
H 1.41922 1.45562 -0.36295
H 3.21702 -1.65526 0.72542
H 3.97457 -0.23155 0.00627
C -2.27688 0.99875 0.45539
C -2.02967 1.94732 -0.42908
C -3.42701 0.05193 0.37697
N 0.92305 -0.35003 1.56904
H -1.60857 0.85191 1.29225
H 1.04903 -1.26037 2.00033
H 0.36224 -0.48361 0.73148
H -2.67720 2.12117 -1.27635
H -4.07638 0.28335 -0.46840
H -1.08672 -0.21932 -1.62791
H -1.18299 2.60554 -0.33725
H -3.05484 -0.96709 0.27978
H -4.01367 0.09675 1.29840
*
```

The value obtained for the energy is -408.05725 Ha.